88
Properties=species:S:1:pos:R:3 method="wB97M-V/def2-TZVPD" molar_mass_g_mol=734.32 energy_ev=-85578.9367 multiplicity=3 orbital_gap_ev="6.7 / 5.1" charge=0
Pd 0.248 1.555 -0.795
C 4.618 0.505 -2.946
C 3.153 0.699 -2.569
C 2.250 0.501 -3.788
C 2.746 -0.227 -1.463
C 3.379 -1.370 -0.978
C 2.558 -1.872 0.016
C 2.837 -3.168 0.731
C 2.297 -4.349 -0.081
C 2.424 -3.260 2.196
N 1.485 -1.058 0.118
N 1.617 -0.056 -0.786
B 0.196 -1.071 0.989
N 0.130 0.202 1.880
N 0.335 1.425 1.323
C 0.144 2.357 2.249
C -0.181 1.724 3.451
C -0.206 0.372 3.179
C -0.683 -0.683 4.139
C -2.080 -1.161 3.731
C 0.272 -1.844 4.407
C 0.207 3.828 1.957
C -1.066 4.537 2.434
C 0.465 4.115 0.499
N -1.042 -1.052 0.031
N -1.261 0.103 -0.643
C -2.395 0.004 -1.319
C -2.948 -1.250 -1.073
C -2.057 -1.902 -0.227
C -2.254 -3.339 0.204
C -2.232 -4.226 -1.051
C -1.322 -3.943 1.248
C -2.889 1.139 -2.166
C -1.930 1.417 -3.322
C -4.296 0.875 -2.695
H 4.905 1.217 -3.720
H 4.788 -0.499 -3.341
H 5.277 0.653 -2.091
H 3.031 1.724 -2.208
H 2.412 -0.492 -4.215
H 2.468 1.246 -4.553
H 1.191 0.582 -3.533
H 4.318 -1.790 -1.294
H 3.929 -3.236 0.704
H 1.212 -4.290 -0.184
H 2.540 -5.291 0.412
H 2.723 -4.363 -1.084
H 1.369 -3.509 2.305
H 2.610 -2.330 2.733
H 2.997 -4.052 2.681
H 0.177 -2.033 1.673
H -0.404 2.188 4.396
H -0.794 -0.139 5.081
H -2.075 -1.570 2.720
H -2.791 -0.335 3.746
H -2.438 -1.934 4.413
H 0.216 -2.603 3.628
H 0.010 -2.322 5.352
H 1.306 -1.505 4.477
H 1.047 4.266 2.507
H -1.963 4.059 2.031
H -1.043 5.583 2.126
H -1.155 4.502 3.519
H -1.439 4.065 -0.111
H 1.361 3.591 0.142
H 0.609 5.185 0.289
H -3.870 -1.650 -1.456
H -3.268 -3.369 0.615
H -1.241 -4.202 -1.509
H -2.952 -3.899 -1.799
H -2.458 -5.259 -0.784
H -0.292 -3.975 0.895
H -1.639 -4.971 1.429
H -1.338 -3.418 2.201
H -2.932 2.028 -1.526
H -1.846 0.541 -3.969
H -0.916 1.675 -2.994
H -2.289 2.257 -3.919
H -4.307 -0.005 -3.341
H -4.640 1.725 -3.284
H -5.010 0.714 -1.887
Cl 0.960 6.494 -3.900
C -0.039 5.320 -3.154
Cl -0.040 7.372 -0.480
Cl -1.716 5.555 -2.972
C 0.523 4.193 -2.817
O 1.015 3.177 -2.499
O -0.623 3.603 -0.330



100
Properties=species:S:1:pos:R:3 method="wB97M-V/def2-TZVPD" molar_mass_g_mol=853.12 energy_ev=-105940.6026 multiplicity=4 orbital_gap_ev="8.2 / 8.2" charge=+1
Er 0.049 0.266 0.328
C 2.323 0.633 -3.907
N 1.017 1.256 -3.975
C 0.829 2.204 -5.048
C 0.136 1.045 -2.997
O 0.331 0.257 -2.069
C -1.172 1.843 -3.063
O -2.038 1.510 -1.999
C -3.061 0.591 -2.300
C -2.727 -0.833 -1.846
O -1.857 -1.025 -0.991
N -3.457 -1.815 -2.395
C -4.641 -1.591 -3.204
C -3.179 -3.200 -2.065
H 2.517 0.055 -4.811
H 2.373 -0.014 -3.034
H 3.090 1.401 -3.811
H 1.563 1.987 -5.819
H 0.968 3.231 -4.701
H -0.161 2.116 -5.493
H -1.673 1.675 -4.026
H -0.943 2.913 -2.966
H -3.300 0.612 -3.370
H -3.945 0.916 -1.736
H -4.440 -0.986 -4.086
H -5.431 -1.102 -2.629
H -5.012 -2.556 -3.542
H -2.296 -3.226 -1.434
H -2.982 -3.763 -2.978
H -4.026 -3.647 -1.540
N 2.247 3.787 2.480
C 1.591 2.925 1.685
O 1.578 1.717 1.928
C 0.792 3.498 0.547
C -0.536 2.704 0.394
H 2.875 3.418 3.178
H 2.398 4.735 2.179
H 1.402 3.389 -0.358
H 0.644 4.571 0.724
H -1.051 3.171 -0.456
H -1.150 3.010 1.263
C -0.287 1.061 4.552
P 0.368 -0.129 3.302
C 2.091 -0.295 3.921
C -0.306 -1.737 3.966
C 0.061 -2.857 2.994
P -0.526 -2.479 1.268
C -2.342 -2.489 1.647
C -0.314 -4.163 0.539
H -0.093 0.721 5.569
H -1.359 1.193 4.407
H 0.204 2.020 4.388
H 2.112 -0.833 4.869
H 2.504 0.699 4.054
H 2.695 -0.819 3.184
H -1.393 -1.649 4.058
H 0.100 -1.951 4.960
H -0.372 -3.811 3.317
H 1.149 -2.972 2.964
H -2.558 -3.205 2.437
H -2.919 -2.744 0.765
H -2.643 -1.492 1.971
H -1.013 -4.869 0.985
H 0.705 -4.500 0.718
H -0.470 -4.127 -0.537
O 2.102 -0.373 0.010
Si 3.666 -0.185 0.017
C 4.502 -1.228 1.368
C 3.866 -2.372 1.837
C 4.458 -3.187 2.786
C 5.711 -2.867 3.281
C 6.369 -1.746 2.808
C 5.770 -0.940 1.858
C 4.507 -0.817 -1.567
C 5.729 -0.312 -1.994
C 6.379 -0.847 -3.090
C 5.826 -1.920 -3.768
C 4.613 -2.443 -3.353
C 3.960 -1.884 -2.271
C 4.241 1.626 0.233
C 4.658 2.136 1.457
C 5.144 3.428 1.578
C 5.212 4.251 0.467
C 4.790 3.769 -0.761
C 4.311 2.475 -0.867
H 2.888 -2.611 1.434
H 3.955 -4.073 3.150
H 6.175 -3.496 4.026
H 7.351 -1.501 3.186
H 6.292 -0.070 1.485
H 6.170 0.523 -1.468
H 7.320 -0.428 -3.414
H 6.339 -2.344 -4.618
H 4.186 -3.293 -3.868
H 3.004 -2.273 -1.950
H 4.605 1.502 2.332
H 5.488 3.797 2.536
H 5.595 5.258 0.554
H 4.851 4.403 -1.636
H 4.000 2.099 -1.832



56
Properties=species:S:1:pos:R:3 method="wB97M-V/def2-TZVPD" molar_mass_g_mol=580.44 energy_ev=-54955.7381 orbital_gap_ev=7.5 charge=0 de_lowest_kcal_mol=26.41
Rh -0.015 2.123 0.162
N 1.483 2.496 4.127
C 1.196 2.497 2.816
O 0.068 2.185 2.417
C 2.262 2.886 1.848
C 2.053 2.107 0.564
H 0.751 2.307 4.792
H 2.371 2.821 4.462
H 3.256 2.738 2.282
H 2.129 3.956 1.660
H 2.377 1.073 0.672
H 2.567 2.575 -0.274
O 0.463 2.224 -1.846
N 0.232 3.383 -2.464
C 0.071 3.342 -3.803
C -0.041 4.490 -4.534
C 0.011 5.721 -3.874
C 0.098 5.734 -2.506
C 0.160 4.535 -1.779
S 0.090 4.495 -0.070
H 0.062 2.346 -4.216
H -0.167 4.427 -5.605
H -0.047 6.649 -4.425
H 0.085 6.658 -1.946
C 1.821 -0.900 -0.838
C 0.821 -0.956 0.264
N -0.093 -0.042 0.497
C -0.860 -0.485 1.555
C -0.392 -1.686 1.968
N 0.681 -1.978 1.142
C 1.506 -3.164 1.237
N 0.710 -4.356 1.188
N 0.694 -5.219 2.236
N -0.124 -6.164 1.991
C -0.698 -5.942 0.753
C -1.651 -6.674 0.040
C -2.040 -6.177 -1.182
C -1.504 -4.979 -1.697
C -0.562 -4.248 -1.009
C -0.167 -4.766 0.228
H 1.649 0.018 -1.397
H 1.714 -1.751 -1.513
H 2.846 -0.892 -0.464
H -1.680 0.093 1.943
H -0.719 -2.357 2.743
H 2.039 -3.180 2.185
H 2.227 -3.145 0.421
H -2.056 -7.591 0.445
H -2.780 -6.710 -1.764
H -1.843 -4.625 -2.662
H -0.171 -3.320 -1.404
N -2.094 2.097 0.090
C -3.200 1.939 0.429
N -4.431 1.851 0.685
C -5.203 1.091 1.409
N -5.956 0.455 2.021



Repeat the second record exactly.
100
Properties=species:S:1:pos:R:3 method="wB97M-V/def2-TZVPD" molar_mass_g_mol=853.12 energy_ev=-105940.6026 multiplicity=4 orbital_gap_ev="8.2 / 8.2" charge=+1
Er 0.049 0.266 0.328
C 2.323 0.633 -3.907
N 1.017 1.256 -3.975
C 0.829 2.204 -5.048
C 0.136 1.045 -2.997
O 0.331 0.257 -2.069
C -1.172 1.843 -3.063
O -2.038 1.510 -1.999
C -3.061 0.591 -2.300
C -2.727 -0.833 -1.846
O -1.857 -1.025 -0.991
N -3.457 -1.815 -2.395
C -4.641 -1.591 -3.204
C -3.179 -3.200 -2.065
H 2.517 0.055 -4.811
H 2.373 -0.014 -3.034
H 3.090 1.401 -3.811
H 1.563 1.987 -5.819
H 0.968 3.231 -4.701
H -0.161 2.116 -5.493
H -1.673 1.675 -4.026
H -0.943 2.913 -2.966
H -3.300 0.612 -3.370
H -3.945 0.916 -1.736
H -4.440 -0.986 -4.086
H -5.431 -1.102 -2.629
H -5.012 -2.556 -3.542
H -2.296 -3.226 -1.434
H -2.982 -3.763 -2.978
H -4.026 -3.647 -1.540
N 2.247 3.787 2.480
C 1.591 2.925 1.685
O 1.578 1.717 1.928
C 0.792 3.498 0.547
C -0.536 2.704 0.394
H 2.875 3.418 3.178
H 2.398 4.735 2.179
H 1.402 3.389 -0.358
H 0.644 4.571 0.724
H -1.051 3.171 -0.456
H -1.150 3.010 1.263
C -0.287 1.061 4.552
P 0.368 -0.129 3.302
C 2.091 -0.295 3.921
C -0.306 -1.737 3.966
C 0.061 -2.857 2.994
P -0.526 -2.479 1.268
C -2.342 -2.489 1.647
C -0.314 -4.163 0.539
H -0.093 0.721 5.569
H -1.359 1.193 4.407
H 0.204 2.020 4.388
H 2.112 -0.833 4.869
H 2.504 0.699 4.054
H 2.695 -0.819 3.184
H -1.393 -1.649 4.058
H 0.100 -1.951 4.960
H -0.372 -3.811 3.317
H 1.149 -2.972 2.964
H -2.558 -3.205 2.437
H -2.919 -2.744 0.765
H -2.643 -1.492 1.971
H -1.013 -4.869 0.985
H 0.705 -4.500 0.718
H -0.470 -4.127 -0.537
O 2.102 -0.373 0.010
Si 3.666 -0.185 0.017
C 4.502 -1.228 1.368
C 3.866 -2.372 1.837
C 4.458 -3.187 2.786
C 5.711 -2.867 3.281
C 6.369 -1.746 2.808
C 5.770 -0.940 1.858
C 4.507 -0.817 -1.567
C 5.729 -0.312 -1.994
C 6.379 -0.847 -3.090
C 5.826 -1.920 -3.768
C 4.613 -2.443 -3.353
C 3.960 -1.884 -2.271
C 4.241 1.626 0.233
C 4.658 2.136 1.457
C 5.144 3.428 1.578
C 5.212 4.251 0.467
C 4.790 3.769 -0.761
C 4.311 2.475 -0.867
H 2.888 -2.611 1.434
H 3.955 -4.073 3.150
H 6.175 -3.496 4.026
H 7.351 -1.501 3.186
H 6.292 -0.070 1.485
H 6.170 0.523 -1.468
H 7.320 -0.428 -3.414
H 6.339 -2.344 -4.618
H 4.186 -3.293 -3.868
H 3.004 -2.273 -1.950
H 4.605 1.502 2.332
H 5.488 3.797 2.536
H 5.595 5.258 0.554
H 4.851 4.403 -1.636
H 4.000 2.099 -1.832